1.
The following is a DFT calculation (ωB97M-V/def2-TZVPD) of C18H24CrN8OSe as an isolated structure in a non-equilibrium geometry.

The geometry in ORCA input format:
```
! wB97M-V def2-TZVPD RIJCOSX def2/J DEFGRID3
* xyz 1 2
Cr 0.1430 -0.0313 -0.0246
N -0.7424 0.6163 -2.0055
C -0.5695 2.0742 -2.2344
C 0.4722 2.6756 -1.2987
N 0.2320 2.2532 0.0939
C -0.9396 2.9342 0.6760
C -2.1431 2.0135 0.7810
N -1.6990 0.6819 1.2308
C 1.4315 2.4676 0.9269
C 1.3803 1.6415 2.2029
N 1.1885 0.2036 1.9110
H -1.6806 0.3660 -2.2930
H -0.1021 0.0900 -2.5899
H -0.2666 2.2799 -3.2626
H -1.5399 2.5549 -2.0941
H 1.4529 2.3057 -1.5819
H 0.4583 3.7698 -1.3731
H -0.6868 3.2903 1.6764
H -1.1993 3.8236 0.0949
H -2.8784 2.4576 1.4572
H -2.6308 1.8838 -0.1863
H -1.4801 0.6980 2.2229
H -2.4798 0.0427 1.1573
H 2.2889 2.1582 0.3341
H 1.5401 3.5278 1.1873
H 2.2973 1.8163 2.7703
H 0.5565 1.9681 2.8419
H 2.0809 -0.2292 1.7092
H 0.8334 -0.2653 2.7377
Se -0.9895 -7.9785 -0.3891
N 0.4475 -6.9681 -0.0955
C 0.0612 -5.7225 -0.1530
C 0.9586 -4.5864 0.0047
C 2.3403 -4.7069 0.1696
C 3.0998 -3.5607 0.2348
C 2.4667 -2.3176 0.1528
N 1.1520 -2.1980 0.0529
C 0.4180 -3.3069 -0.0415
C -1.0151 -3.0787 -0.2828
N -1.4147 -1.7984 -0.3337
C -2.6890 -1.5773 -0.6434
C -3.6239 -2.5823 -0.8838
C -3.2154 -3.8939 -0.7924
C -1.8787 -4.1526 -0.4932
C -1.3392 -5.5052 -0.4034
N -2.0740 -6.5748 -0.5476
H 2.7841 -5.6924 0.2166
H 4.1755 -3.6064 0.3290
H 3.0138 -1.3825 0.1077
H -2.9973 -0.5407 -0.7222
H -4.6414 -2.3178 -1.1328
H -3.8912 -4.7215 -0.9603
O 1.6097 0.2208 -0.7777
*
```

The value obtained for the HOMO energy (alpha / beta) is -9.72 / -9.71 eV. The expectation value of S² is 0.7586. As for the LUMO energy (alpha / beta): -3.13 / -3.13 eV. For the relative energy (zero: lowest compared OMol25 entry of this formula, charge and spin), the calculation gives 0.000 eV.

These are the natural (NBO) partial charges, in e, on atoms 1 to 5:
1 Cr 0.964
2 N -0.811
3 C -0.223
4 C -0.230
5 N -0.417

2.
The following is a DFT calculation (ωB97M-V/def2-TZVPD) of C2H2O3S in the gas phase in a non-equilibrium geometry.

The geometry in ORCA input format:
```
! wB97M-V def2-TZVPD RIJCOSX def2/J DEFGRID3
* xyz 0 1
C 0.7786 0.2319 -0.2125
C -0.6522 0.9506 0.0218
H 1.7940 -1.2403 0.5908
H -1.5352 -1.4854 -0.2156
O 0.7097 -1.2161 0.2135
O 1.8565 0.8632 -0.3882
O -0.9090 2.1061 0.2078
S -2.0423 -0.2099 -0.2176
*
```

As for the SMILES: O=C(O)C(=O)S. The value obtained for the HOMO energy is -10.46 eV. As for the LUMO energy: -0.98 eV. For the relative energy (zero: lowest compared OMol25 entry of this formula, charge and spin), the calculation gives 2.189 eV.

These are the natural (NBO) partial charges, in e, on atoms 1 to 5:
1 C 0.683
2 C 0.360
3 H 0.516
4 H 0.169
5 O -0.724

3.
The following is a DFT calculation (ωB97M-V/def2-TZVPD) of C25H19N8O3S4Y as an isolated structure.

The geometry in ORCA input format:
```
! wB97M-V def2-TZVPD RIJCOSX def2/J DEFGRID3
* xyz 2 1
Y -1.2700 -0.1792 -0.7064
N -2.3871 -3.9337 -0.6151
C -3.3635 -3.0167 -0.6762
N -3.1591 -1.7318 -0.9281
C -4.3856 -1.0591 -1.0229
C -5.4732 -1.8147 -0.7867
S -5.0172 -3.4468 -0.4670
C -4.3658 0.3572 -1.3924
C -5.4172 1.1947 -1.4707
S -4.9080 2.7639 -1.9721
C -3.2812 2.2102 -2.0292
N -3.1339 0.9331 -1.7193
N -2.2627 3.0201 -2.3700
H -1.4272 -3.6517 -0.7184
H -2.5824 -4.8837 -0.3524
H -6.5109 -1.5280 -0.8050
H -6.4565 0.9916 -1.2757
H -2.4249 3.9989 -2.5342
H -1.3067 2.7353 -2.2248
N 2.2786 -2.4588 0.3317
C 2.3267 -2.2299 1.7423
C 3.5513 -2.0581 2.3585
C 3.5996 -1.7799 3.7179
C 2.4293 -1.6396 4.4459
C 1.1988 -1.7843 3.8181
C 1.1544 -2.1016 2.4713
S -0.3870 -2.4272 1.6673
N 0.0090 -1.9907 0.0559
C 1.2223 -2.0956 -0.4020
C 1.4004 -1.7127 -1.8354
C 2.5278 -2.0191 -2.5681
C 2.6083 -1.5809 -3.8851
C 1.5652 -0.8465 -4.4160
C 0.4711 -0.5761 -3.6103
N 0.3796 -0.9999 -2.3486
H 3.1793 -2.3929 -0.1181
H 4.4662 -2.1407 1.7841
H 4.5588 -1.6665 4.2033
H 2.4685 -1.4200 5.5035
H 0.2797 -1.6742 4.3795
H 3.3341 -2.6051 -2.1494
H 3.4801 -1.8119 -4.4818
H 1.5905 -0.4822 -5.4326
H -0.3634 0.0013 -3.9919
O 2.5352 0.6305 -0.0721
S 1.8791 1.8668 -0.4189
O 2.3000 2.5590 -1.5936
N 0.2558 1.5573 -0.4905
C -0.4046 2.0498 0.5802
O -1.5826 1.6508 0.7755
C 0.4147 2.9194 1.4391
C 0.0367 3.6488 2.5515
C 1.0160 4.3943 3.1977
C 2.3306 4.3987 2.7408
C 2.7150 3.6564 1.6256
C 1.7338 2.9270 0.9942
H -0.9886 3.6404 2.8962
H 0.7543 4.9839 4.0655
H 3.0708 4.9917 3.2608
H 3.7376 3.6589 1.2741
*
```

The value obtained for the HOMO energy is -13.25 eV. As for the LUMO energy: -6.08 eV. For the relative energy (zero: lowest compared OMol25 entry of this formula, charge and spin), the calculation gives 0.000 eV.

These are the natural (NBO) partial charges, in e, on atoms 1 to 5:
1 Y 2.183
2 N -0.767
3 C 0.280
4 N -0.714
5 C 0.179

4.
The following is a DFT calculation (ωB97M-V/def2-TZVPD) of C12H16BBr8F24O8P4Zr as an isolated structure in a non-equilibrium geometry.

The geometry in ORCA input format:
```
! wB97M-V def2-TZVPD RIJCOSX def2/J DEFGRID3
* xyz -1 1
Zr 0.7068 0.8057 1.9377
P -0.9200 3.4498 1.9139
F -0.0368 4.6994 2.3210
F 0.3341 2.7810 1.0582
F -0.1334 2.5908 3.0805
F -1.6233 2.0189 1.6330
F -2.1383 3.8972 2.8019
F -1.4697 4.1634 0.6243
P 3.6504 1.6395 2.6254
F 2.7520 2.4656 1.5184
F 4.1316 2.9756 3.3017
F 2.1576 1.7091 3.3778
F 4.1515 0.7394 3.8037
F 2.8829 0.3565 1.8761
F 4.9055 1.4792 1.7072
P 0.6965 -0.9310 4.6880
F 0.0624 0.5185 3.9992
F -0.5837 -1.6926 4.0987
F 1.2505 -0.9746 3.0552
F 1.3466 -2.3427 4.9354
F 1.8575 -0.0327 5.2167
F -0.1443 -0.8305 6.0289
P 0.9289 -0.1518 -0.8857
F -0.2704 0.6770 -0.1094
F 0.8801 0.7228 -2.1925
F 1.7957 1.0138 -0.1173
F 2.2663 -0.9086 -1.2422
F 0.9843 -0.9148 0.5946
F -0.0430 -1.2088 -1.4873
O -7.3670 0.6836 -0.2634
C -6.2925 0.1779 -0.2524
O -5.4307 0.1751 0.7918
B -4.3767 -0.7960 0.5629
O -4.5935 -1.2846 -0.8177
C -5.6651 -0.7452 -1.3365
O -6.1506 -0.9223 -2.4176
O -3.0188 -0.2007 0.6913
C -2.3323 -0.7971 1.6051
O -1.2025 -0.4576 1.9282
C -3.2196 -1.9545 2.1721
O -4.3692 -1.8882 1.5265
O -2.8930 -2.7446 2.9985
Br 4.3869 4.3261 -4.6297
C 2.6239 4.7008 -3.7982
C 2.3718 3.7267 -2.6908
Br 0.6344 4.1497 -1.8989
H 1.9606 4.6388 -4.6526
H 2.7196 5.7357 -3.4853
H 3.1440 3.6232 -1.9360
H 2.2651 2.7373 -3.1351
Br 3.5813 -2.3905 1.3992
C 4.6257 -3.8049 2.2560
C 5.4858 -4.4592 1.2117
Br 6.2887 -6.1452 1.8365
H 3.9561 -4.5381 2.6985
H 5.2074 -3.3608 3.0577
H 6.3137 -3.8320 0.8886
H 4.9579 -4.7174 0.2987
Br -2.4967 0.1614 -2.8063
C -2.5335 1.1964 -4.4366
C -1.4131 2.2187 -4.4431
Br -1.2585 2.9525 -6.2801
H -3.5317 1.5737 -4.6347
H -2.3022 0.5069 -5.2465
H -0.4863 1.6931 -4.2249
H -1.4922 3.0232 -3.7198
Br -3.9760 -3.4390 -3.7651
C -2.2197 -4.0123 -3.1305
C -2.0774 -3.8753 -1.6303
Br -3.4421 -4.8429 -0.6382
H -1.4717 -3.3808 -3.6109
H -2.0393 -5.0170 -3.5050
H -2.1251 -2.8167 -1.3862
H -1.1244 -4.2931 -1.3141
*
```

The value obtained for the HOMO energy is -7.63 eV. As for the LUMO energy: 0.30 eV.

These are the Löwdin partial charges, in e, on atoms 1 to 5:
1 Zr 2.265
2 P 0.176
3 F -0.077
4 F -0.283
5 F -0.217

5.
The following is a DFT calculation (ωB97M-V/def2-TZVPD) of C43H40N9NaO9S as an isolated structure in a non-equilibrium geometry.

The geometry in ORCA input format:
```
! wB97M-V def2-TZVPD RIJCOSX def2/J DEFGRID3
* xyz -2 1
Na 0.7478 1.4745 -0.9871
C -1.6353 0.7703 1.2157
O -0.2828 1.1463 1.1987
C 0.3218 1.7861 2.2591
C -0.3502 2.2715 3.3694
C 0.3392 2.9493 4.3251
C 1.6872 3.1694 4.2480
C 2.3845 2.6971 3.1363
C 1.6776 1.9927 2.1644
N 2.2809 1.5225 0.9367
N 3.5104 1.2864 1.1602
C 4.2815 0.8816 0.0226
C 3.9438 0.9539 -1.3377
O 2.9261 1.4725 -1.8314
C 4.9641 0.4159 -2.2358
C 6.1277 -0.1034 -1.8692
C 6.4826 -0.0952 -0.4902
C 7.7096 -0.6189 -0.0100
C 8.0557 -0.4149 1.2784
C 7.2676 0.3773 2.0848
C 6.0448 0.8099 1.7277
C 5.5799 0.5463 0.4136
H -2.3095 1.6383 1.2662
H -1.9179 -0.0488 1.9111
H -1.7205 0.3791 0.2348
H -1.3806 2.1788 3.3778
H -0.2792 3.3852 5.1175
H 2.1231 3.8159 5.0106
H 3.3989 2.9038 3.0539
H 4.6439 0.4555 -3.2924
H 6.7592 -0.6251 -2.5044
H 8.3953 -1.1036 -0.7139
H 8.9903 -0.5805 1.7700
H 7.4926 0.6517 3.0870
H 5.3803 1.4094 2.3591
C 0.8860 -2.0665 0.4146
C -0.0515 -1.9584 -0.7476
N -0.2768 -0.7884 -1.3482
C -1.1114 -1.0500 -2.4117
C -1.4448 -2.3517 -2.4275
N -0.7927 -2.8904 -1.3487
C -1.0389 -4.2129 -0.9747
N -0.4579 -5.1576 -2.0563
N -1.2275 -6.1807 -2.4544
N -0.5392 -6.8130 -3.3807
C 0.6145 -6.1004 -3.6047
C 1.4899 -6.2465 -4.6780
C 2.5273 -5.3014 -4.7380
C 2.6241 -4.2234 -3.8148
C 1.6776 -4.0099 -2.8297
C 0.7294 -5.0461 -2.7151
H 1.2131 -1.0111 0.6898
H 1.8063 -2.5406 0.1705
H 0.4752 -2.4914 1.3409
H -1.4008 -0.3936 -3.1666
H -2.0400 -2.9802 -3.0402
H -2.1174 -4.3377 -0.9461
H -0.6692 -4.4308 0.0555
H 1.4792 -7.0620 -5.3632
H 3.2274 -5.2409 -5.5412
H 3.4551 -3.5088 -3.9242
H 1.6566 -3.2048 -2.1042
O -2.6304 -4.4553 2.2079
O -1.2669 -3.8085 2.0250
C -2.9765 5.7291 -4.2908
C -2.1141 4.8823 -3.3127
C -2.7809 3.6294 -2.7146
C -3.3131 2.6254 -3.7749
C -3.9609 1.4119 -3.1922
C -3.9404 4.0928 -1.8334
O -5.0870 4.2850 -2.2105
N -3.6057 4.3269 -0.5256
C -2.3901 3.9549 0.0494
O -2.1934 4.2502 1.2041
N -1.5053 3.2307 -0.6716
C -1.6993 2.9110 -1.9586
O -0.8712 2.2185 -2.5653
H -2.3362 6.5301 -4.6850
H -3.8186 6.2133 -3.7909
H -3.4131 5.1068 -5.0614
H -1.8284 5.5800 -2.5175
H -1.2369 4.5675 -3.8189
H -2.4822 2.3302 -4.4016
H -4.0648 3.0855 -4.4674
H -3.3140 0.7517 -2.6152
H -4.2852 0.7615 -3.9914
H -4.8760 1.7223 -2.6290
H -4.3962 4.7787 -0.0741
O -3.3396 1.7966 5.8179
C -3.4458 0.6132 6.4495
O -3.6847 0.6067 7.6075
C -3.3195 -0.6541 5.6639
C -3.5472 -1.8077 6.3785
C -3.3214 -3.0268 5.8073
C -2.9975 -3.1182 4.4283
S -2.9710 -4.6855 3.8047
C -2.7982 -1.9793 3.6509
C -2.9051 -0.7498 4.3257
H -3.3160 1.6759 4.8326
H -3.5865 -1.7392 7.4789
H -3.5191 -3.9339 6.3598
H -2.5209 -2.0112 2.6623
H -2.6747 0.1495 3.8369
*
```

The value obtained for the HOMO energy is -2.72 eV. As for the LUMO energy: 3.57 eV. For the relative energy (zero: lowest compared OMol25 entry of this formula, charge and spin), the calculation gives 0.000 eV.

These are the Löwdin partial charges, in e, on atoms 1 to 5:
1 Na 0.349
2 C -0.059
3 O -0.122
4 C -0.189
5 C -0.015

6.
The following is a DFT calculation (ωB97M-V/def2-TZVPD) of a 2-piece molecular cluster, C4H12O2 overall in a non-equilibrium geometry.

The geometry in ORCA input format:
```
! wB97M-V def2-TZVPD RIJCOSX def2/J DEFGRID3
* xyz 0 1
O 1.6993 -0.1897 -1.0764
C 2.3400 -0.4474 -2.2794
C -0.7445 -0.5245 0.5272
C 0.4978 0.4226 -1.4677
C -0.3424 0.7619 -0.2464
H 3.3727 -0.7061 -1.9910
H 2.3734 0.4002 -2.9845
H 1.8903 -1.3142 -2.7923
H 0.0752 -1.2232 0.7648
H -1.5490 -1.0848 0.0218
H -1.1411 -0.1135 1.4708
H -0.0273 -0.2846 -2.1382
H 0.6077 1.3816 -2.0096
H -1.2354 1.2928 -0.6286
H 0.0705 1.3571 0.5907
O -2.4759 -0.1550 5.0241
H -1.9898 0.4698 4.4396
H -3.4213 -0.0428 4.7752
*
```

As for the SMILES: CCCOC.O. The value obtained for the HOMO energy is -10.01 eV. As for the LUMO energy: 0.78 eV. For the relative energy (zero: lowest compared OMol25 entry of this formula, charge and spin), the calculation gives 1.034 eV.

These are the natural (NBO) partial charges, in e, on atoms 1 to 5:
1 O -0.527
2 C -0.255
3 C -0.609
4 C -0.071
5 C -0.416

Number 1: molar mass 499.401 g mol⁻¹. Number 2: molar mass 106.102 g mol⁻¹. Number 3: molar mass 696.654 g mol⁻¹. Number 4: molar mass 1609.368 g mol⁻¹. Number 5: molar mass 881.904 g mol⁻¹. Number 6: molar mass 92.138 g mol⁻¹.